C42H106N13O7P3 | ωB97M-V/def2-TZVPD

Structure (ORCA input):
```
! RIJCOSX wB97M-V def2-TZVPD def2/J DEFGRID3
* xyz 1 2
C 4.212 -3.561 -4.199
O 3.351 -2.955 -3.599
N 4.137 -4.883 -4.349
C 5.123 -5.656 -5.128
C 3.059 -5.661 -3.802
H 5.070 -3.115 -4.726
H 5.765 -5.061 -5.778
H 4.620 -6.460 -5.665
H 5.888 -6.231 -4.605
H 3.339 -6.672 -3.506
H 2.527 -5.200 -2.970
H 2.336 -6.087 -4.498
C 0.722 1.204 -1.184
O 0.080 2.054 -0.637
N 0.740 -0.091 -0.856
C 1.687 -1.090 -1.340
C -0.084 -0.662 0.266
H 1.406 1.430 -2.016
H 2.474 -1.381 -0.645
H 2.303 -0.858 -2.208
H 1.068 -1.912 -1.699
H 0.578 -1.254 0.898
H -0.588 0.077 0.890
H -0.816 -1.317 -0.206
O -2.728 -0.317 6.879
P -3.799 -0.798 5.963
N -5.388 -0.376 6.350
C -5.717 0.683 7.244
C -6.579 -1.158 5.927
N -3.829 -2.480 5.812
C -3.791 -3.377 6.918
C -4.181 -3.085 4.545
N -3.597 -0.134 4.367
C -4.566 0.788 3.733
C -2.339 -0.356 3.507
H -6.426 0.359 8.007
H -6.046 1.523 6.632
H -4.891 0.885 7.926
H -6.686 -1.270 4.848
H -7.545 -0.688 6.110
H -6.715 -2.121 6.421
H -4.729 -3.916 7.053
H -2.915 -4.021 6.847
H -3.559 -2.816 7.823
H -3.638 -4.021 4.416
H -5.257 -3.246 4.618
H -3.839 -2.492 3.696
H -5.457 0.259 3.395
H -4.838 1.559 4.455
H -4.065 1.277 2.898
H -2.607 -0.623 2.485
H -1.837 -1.293 3.751
H -1.768 0.559 3.663
O -4.550 -1.182 -4.634
P -4.701 -1.361 -3.178
N -3.835 -2.732 -2.596
C -3.427 -2.973 -1.191
C -3.666 -3.878 -3.500
N -6.314 -1.554 -2.763
C -7.402 -0.592 -3.143
C -6.762 -2.522 -1.800
N -4.242 -0.085 -2.204
C -3.206 0.832 -2.748
C -4.811 0.166 -0.867
H -2.829 -3.885 -1.174
H -4.333 -3.142 -0.611
H -2.881 -2.066 -0.931
H -2.912 -4.532 -3.063
H -3.099 -3.685 -4.411
H -4.556 -4.483 -3.675
H -7.336 -0.225 -4.168
H -8.433 -0.939 -3.069
H -7.472 0.111 -2.314
H -6.799 -2.178 -0.766
H -7.737 -2.943 -2.045
H -6.110 -3.357 -2.054
H -2.498 1.131 -1.974
H -2.671 0.221 -3.475
H -3.690 1.635 -3.304
H -4.405 -0.537 -0.139
H -5.869 -0.083 -0.792
H -4.647 1.185 -0.516
O 4.813 2.909 -2.859
P 3.931 2.882 -3.989
N 4.424 4.013 -5.248
C 5.257 5.172 -4.894
C 4.065 3.795 -6.730
N 2.269 3.309 -3.585
C 1.168 2.977 -4.538
C 1.991 4.430 -2.720
N 4.046 1.420 -4.836
C 3.399 0.294 -4.272
C 5.272 1.055 -5.401
H 6.178 4.643 -4.648
H 4.770 5.730 -4.094
H 5.460 5.775 -5.779
H 4.725 3.084 -7.227
H 4.325 4.677 -7.316
H 2.980 3.686 -6.720
H 1.444 2.278 -5.327
H 0.342 2.626 -3.919
H 0.703 3.877 -4.941
H 2.231 5.361 -3.234
H 0.911 4.518 -2.597
H 2.533 4.377 -1.776
H 2.999 -0.441 -4.972
H 4.097 -0.100 -3.534
H 2.496 0.684 -3.802
H 5.771 1.903 -5.870
H 4.975 0.354 -6.182
H 5.927 0.621 -4.646
C 0.807 6.769 0.532
C 0.054 5.861 1.556
C -0.396 6.739 2.722
C -1.533 6.149 3.575
C -2.745 5.815 2.642
C -2.322 4.855 1.444
N -1.095 5.379 0.725
O -0.825 4.645 -0.422
C -2.157 3.359 1.863
C -3.550 4.811 0.400
C 0.964 4.634 2.014
H 0.257 7.688 0.327
H 1.017 6.145 -0.336
H 1.731 7.090 1.015
H 0.399 7.060 3.395
H -0.683 7.734 2.384
H -1.815 6.873 4.339
H -0.966 5.422 4.156
H -3.211 6.685 2.180
H -3.519 5.336 3.241
H -3.094 2.960 2.250
H -2.127 2.746 0.962
H -1.266 3.082 2.426
H -3.994 5.773 0.145
H -3.247 4.291 -0.509
H -4.369 4.301 0.906
H 0.822 4.512 3.087
H 2.039 4.813 1.995
H 0.598 3.657 1.696
H -0.633 3.717 -0.273
C 4.365 -1.434 2.225
C 5.031 -2.434 1.261
C 6.423 -2.742 1.850
C 6.424 -3.544 3.160
C 5.624 -4.843 2.927
C 4.205 -4.581 2.224
N 4.287 -3.717 1.090
O 3.131 -3.554 0.354
C 3.920 -5.961 1.673
C 3.139 -4.182 3.357
C 5.301 -1.862 -0.194
H 3.297 -1.279 2.069
H 4.639 -0.391 2.067
H 4.471 -1.722 3.270
H 6.955 -3.414 1.176
H 6.979 -1.825 2.042
H 6.014 -2.864 3.907
H 7.350 -3.786 3.682
H 5.498 -5.433 3.835
H 6.246 -5.575 2.411
H 3.441 -6.668 2.351
H 3.160 -5.836 0.902
H 4.810 -6.340 1.171
H 3.238 -4.914 4.159
H 3.079 -3.276 3.960
H 2.161 -4.389 2.923
H 4.411 -1.694 -0.801
H 5.980 -2.428 -0.831
H 5.768 -0.881 -0.106
H 3.536 -3.543 -0.516
*
```

## Properties
Frontier orbital gap (spin up / spin down), eV: 8.0 / 3.6
E, Eh: -3926.01833